DFT (ωB97M-V/def2-TZVPD) results for a structure of composition Ag2Cl4F10Sr10 at a distorted geometry.

Summary:
Charge ... +8
HOMO energy ... -27.32 eV
Multiplicity ... 1
Electronic energy ... -3437.9338 hartree

```
26
Ag2Cl4F10Sr10 (ωB97M-V/def2-TZVPD)
Cl 3.289 -1.909 1.407
F -1.412 1.803 -0.224
F -0.370 -0.196 2.032
Sr -2.045 0.274 3.853
F -1.861 -2.134 -0.219
Sr 1.900 -3.044 3.555
F 3.655 2.761 0.898
F -2.780 -1.583 2.672
Sr 4.218 3.133 -2.080
Sr -2.392 2.163 -3.532
Cl 3.900 0.274 -2.017
Cl 0.946 -2.147 -2.539
Sr 2.568 2.993 2.716
Ag 2.310 -0.769 -3.836
Sr -4.092 -0.389 0.440
F -3.173 0.125 -1.943
Sr -2.031 -1.898 -3.469
Sr -0.035 -0.487 -0.116
F -3.034 1.387 1.808
F -1.471 0.330 -4.213
F -0.081 -3.312 2.616
F 0.333 3.110 2.056
Sr -1.766 3.496 1.018
Sr -2.277 -4.059 2.197
Cl 0.925 2.133 -2.086
Ag 4.777 -2.056 -0.994
```